55
Properties=species:S:1:pos:R:3:forces:R:3:mulliken_charge:R:1 method="wB97M-V/def2-TZVPD" e_above_lowest_ev=2.053 orbital_gap_ev="7.11 / 7.11" spin_multiplicity=1 e_homo_ha="-0.166 / -0.166" total_energy_ev=-59405.612 charge=-1
Pd -0.12744 0.18423 -1.06587 1.1 -1.7 1.3 -0.27
N 0.42506 4.00583 6.09303 0.0 0.3 0.2 -0.60
C 0.33076 2.89843 5.25693 -0.1 -0.3 -0.1 1.19
C 1.32376 1.91723 5.26873 -0.1 0.1 0.0 -0.72
C 1.18736 0.77843 4.49653 0.1 0.0 0.1 -0.24
C 0.06476 0.61413 3.70953 0.0 -0.6 -0.4 -0.51
C -0.92864 1.57293 3.68823 -0.1 0.0 0.0 -0.24
C -0.79864 2.71273 4.45813 0.1 0.0 0.1 -0.92
S -0.10844 -0.83987 2.67273 -0.3 -0.4 0.1 1.32
O -1.51744 -1.12547 2.54873 0.1 0.5 -0.2 -0.76
O 0.69696 -1.90607 3.22553 0.0 0.5 -0.1 -0.73
N 0.42106 -0.38707 1.19523 -1.6 0.2 -0.4 -0.54
C 1.70186 -0.16027 1.02453 2.0 0.3 -0.4 0.58
N 2.09126 0.07873 -0.26827 -0.1 -0.6 0.2 -0.08
C 3.37846 0.15583 -0.52527 0.2 -0.1 0.2 -0.06
C 4.34336 0.01973 0.46533 0.0 0.1 0.0 -1.11
C 3.85576 -0.09827 1.76263 0.3 0.1 -0.4 0.02
N 2.57846 -0.15767 2.04813 -0.2 0.0 0.2 -0.33
H 1.36406 4.24633 6.37253 -0.1 0.1 -0.1 0.22
H -0.12314 4.80253 5.80543 0.1 0.0 0.0 0.22
H 2.19806 2.05863 5.89073 0.1 0.0 0.1 0.26
H 1.93706 0.00553 4.47803 0.1 0.0 0.1 0.49
H -1.79424 1.40433 3.06903 -0.1 0.1 -0.1 0.48
H -1.56984 3.47043 4.44643 -0.1 0.0 0.0 0.26
H 3.65256 0.32123 -1.56217 0.0 0.0 0.0 0.43
H 5.39716 0.02643 0.24433 0.1 0.1 0.0 0.37
H 4.52586 -0.14207 2.61543 0.1 0.0 0.0 0.40
C -2.42424 -2.70517 -2.92887 0.2 0.0 0.1 -0.17
C -3.48254 -2.31197 -1.89577 0.1 0.0 0.1 -0.70
C -2.63984 -1.80997 -0.70237 -0.3 0.2 0.3 -0.09
O -1.27484 -2.07147 -1.02917 0.1 -0.2 0.1 -0.26
C -1.26384 -3.07937 -2.01247 -0.1 -0.1 -0.3 -0.63
H -2.13394 -1.84557 -3.53467 0.0 0.0 0.0 -0.03
H -2.72994 -3.52157 -3.57767 -0.1 -0.1 -0.1 0.42
H -4.06834 -3.18277 -1.60327 -0.1 0.0 0.0 0.29
H -4.16724 -1.55277 -2.26457 0.0 0.1 0.0 0.33
H -2.88714 -2.33367 0.23053 0.0 0.1 -0.1 0.26
H -2.73814 -0.73077 -0.53257 0.1 -0.3 0.0 -0.01
H -1.44384 -4.06567 -1.55167 0.1 0.1 -0.1 0.30
H -0.28914 -3.07097 -2.50037 0.0 0.0 0.0 0.30
F -2.15084 1.62393 0.64743 0.4 -0.3 0.0 -0.23
C -1.09884 1.80963 -0.20377 -0.3 0.9 -2.2 0.36
F -0.21094 2.59233 0.48513 -0.2 -0.3 0.1 -0.28
F -1.61804 2.66523 -1.16267 -0.1 0.2 0.2 -0.30
F 0.22116 -0.71807 -7.28567 0.1 0.1 0.3 -0.36
C 0.21726 -0.45427 -5.94197 0.0 -0.1 -0.1 0.51
C -0.65614 0.49093 -5.44797 0.0 -0.1 -0.1 -0.62
C -0.69914 0.70033 -4.07677 0.1 0.0 0.0 -0.04
C 0.12506 -0.00237 -3.19187 -1.3 1.7 0.9 -0.57
C 1.02816 -0.90887 -3.74937 0.0 0.2 0.8 0.42
C 1.07726 -1.14817 -5.11617 -0.1 0.0 -0.3 -0.74
H -1.28454 1.04803 -6.12627 -0.1 0.0 -0.1 0.40
H -1.39574 1.43843 -3.69637 0.1 0.0 0.1 0.41
H 1.71846 -1.44517 -3.10647 0.0 -0.1 0.0 0.50
H 1.76406 -1.86687 -5.53877 0.1 -0.1 0.0 0.41

***

49
Properties=species:S:1:pos:R:3:forces:R:3:mulliken_charge:R:1 method="wB97M-V/def2-TZVPD" e_above_lowest_ev=0.278 orbital_gap_ev=8.45 smiles=Cc1c(F)c(Nc2ccc(-c3cn(C)cn3)cn2)cc2c1ncn2CC1CC1 spin_multiplicity=1 e_homo_ha=-0.281 total_energy_ev=-33775.210 charge=0
C 2.46599 1.58344 -2.86656 0.5 -1.3 -0.2 -1.62
C 1.80800 1.75753 -1.54696 -1.2 -0.3 0.2 0.55
C 0.49450 1.26615 -1.34730 2.0 0.4 0.7 0.69
F -0.10968 0.66735 -2.39040 -0.2 0.0 0.2 -0.37
C -0.10769 1.27037 -0.07930 0.9 1.4 0.9 -0.78
N -1.36582 0.68177 0.12837 -0.4 1.0 0.4 -0.21
C -1.41670 -0.69032 0.05166 -1.3 -1.1 -1.4 0.74
C -0.69253 -1.62046 0.77407 1.2 0.1 0.5 -0.58
C -0.81697 -2.98499 0.52210 -1.1 1.1 -0.8 -0.42
C -1.78686 -3.39091 -0.42957 0.0 0.5 -0.1 0.60
C -1.97237 -4.81518 -0.73670 -0.3 -0.8 0.4 0.37
C -2.72880 -5.39664 -1.72044 1.0 -1.3 0.3 -0.81
N -2.49577 -6.79326 -1.62422 0.1 0.5 0.6 0.13
C -3.05290 -7.85385 -2.49236 -0.4 1.2 0.3 -0.84
C -1.67978 -6.96626 -0.50208 -0.5 1.2 -0.8 -0.14
N -1.37164 -5.79614 0.03831 0.0 -0.7 -0.5 -0.56
C -2.53663 -2.38174 -1.08700 1.4 0.8 1.6 -0.74
N -2.30534 -1.06483 -0.85936 -1.2 -2.0 -0.6 -0.59
C 0.51011 1.94556 1.00599 -0.2 0.0 -0.6 -0.55
C 1.74053 2.55616 0.76906 0.2 -0.1 -0.5 0.08
C 2.41592 2.41209 -0.46865 -0.4 0.1 0.0 0.97
N 3.66098 3.03674 -0.43399 -0.2 -0.2 1.0 -0.72
C 3.74652 3.52444 0.78419 -1.5 -0.6 -0.9 -0.34
N 2.59607 3.31033 1.55542 1.1 0.3 0.6 0.02
C 2.24493 4.06484 2.78742 -1.2 0.7 -1.6 -1.14
C 1.68544 5.46641 2.42048 -0.4 -0.1 0.6 0.12
C 0.59943 6.08826 3.30846 0.4 0.2 0.0 -0.66
C 0.25813 5.64098 1.92486 -0.5 -1.6 0.2 -0.31
H 3.52565 1.76433 -2.80351 0.4 0.3 0.2 0.43
H 2.39147 0.53844 -3.24798 -0.3 0.7 0.3 0.34
H 2.06597 2.24952 -3.60154 -0.4 0.4 -0.6 0.30
H -2.09779 1.06884 -0.48431 0.6 -0.4 0.4 0.35
H 0.04615 -1.21055 1.46719 -0.2 -0.4 0.0 0.40
H -0.21163 -3.69212 1.05715 0.0 -0.3 0.0 0.49
H -3.30984 -4.90458 -2.47454 -0.2 -0.4 -0.3 0.38
H -2.58398 -8.78572 -2.26728 0.5 -0.5 0.1 0.31
H -4.12328 -7.98279 -2.30567 0.1 0.1 0.0 0.30
H -2.91661 -7.60725 -3.55272 0.1 0.0 0.3 0.30
H -1.31580 -7.94270 -0.13405 -0.4 0.7 -0.5 0.38
H -3.35300 -2.58533 -1.76318 0.1 -0.2 -0.2 0.30
H 0.01194 2.00572 1.98251 0.1 -0.1 -0.6 0.41
H 4.62394 4.03553 1.12410 0.0 0.3 0.4 0.46
H 1.46534 3.54324 3.33517 0.0 -0.4 -0.1 0.37
H 3.09113 4.15764 3.43804 0.6 0.0 0.2 0.32
H 2.44691 6.13614 2.04637 -0.1 0.2 -0.1 0.37
H 0.21136 5.47246 4.11792 0.2 0.2 0.0 0.24
H 0.63097 7.16926 3.51080 0.1 -0.7 -0.1 0.26
H -0.32368 4.68478 1.88555 0.5 1.0 -0.1 0.08
H -0.06230 6.36731 1.18447 0.5 -0.1 0.0 0.31

***

56
Properties=species:S:1:pos:R:3:forces:R:3:mulliken_charge:R:1 method="wB97M-V/def2-TZVPD" e_above_lowest_ev=0.000 orbital_gap_ev=7.74 spin_multiplicity=1 e_homo_ha=-0.390 total_energy_ev=-59097.544 charge=+1
Y 11.32842 -12.02629 7.14162 -0.6 0.5 -0.7 1.70
I 17.02144 -13.34972 12.60743 0.1 0.0 -0.3 0.10
C 15.81653 -12.97594 10.92874 0.4 0.1 0.6 -0.64
C 16.31495 -12.72116 9.67983 -0.2 0.5 -1.3 -0.08
C 15.48465 -12.43735 8.57045 1.1 -0.4 1.0 -0.51
I 16.40038 -12.12649 6.71142 -0.3 0.0 0.3 0.05
C 14.11199 -12.37848 8.73660 -0.2 0.2 0.8 0.36
O 13.31378 -12.08780 7.71523 -0.2 -0.2 0.2 -0.24
C 13.60349 -12.58317 10.06265 0.5 -0.4 -0.3 0.52
C 12.13661 -12.36387 10.33557 -1.0 1.0 -1.6 -0.79
N 11.11887 -13.00249 9.33912 0.6 -1.5 0.0 -0.36
C 11.34401 -14.49031 9.21207 0.1 -0.3 0.5 -0.42
C 10.65258 -15.13450 8.02103 -0.6 -0.8 -1.0 0.45
C 10.24276 -16.49866 8.09050 -0.1 2.2 -1.1 -1.12
C 9.61078 -17.00679 6.96103 0.0 -1.3 0.8 -0.19
C 9.45153 -16.24480 5.82663 -1.2 -0.5 -1.3 -0.95
C 9.83409 -14.93577 5.80558 1.1 0.7 0.5 -0.22
N 10.46524 -14.40407 6.88445 0.1 0.2 1.1 0.13
C 14.47149 -12.89162 11.14809 -1.4 0.3 -2.8 -0.89
H 17.36345 -12.65495 9.51871 0.7 -0.2 0.0 0.41
H 11.93886 -11.25765 10.24787 0.0 -1.0 0.4 0.23
H 11.88014 -12.74154 11.29097 -0.2 -0.1 1.2 0.57
H 10.15467 -13.01753 9.68278 0.4 0.9 0.4 0.24
H 10.99553 -15.02341 10.14268 0.4 0.5 -0.8 0.44
H 12.42339 -14.66992 9.13042 -0.1 0.1 0.0 0.31
H 10.37373 -17.02679 9.00385 0.0 -0.5 0.4 0.50
H 9.20855 -18.03887 6.94527 0.4 0.7 0.2 0.38
H 8.93584 -16.68076 4.94970 0.4 0.4 0.6 0.42
H 9.73098 -14.28828 4.91659 0.0 -0.7 0.7 0.56
H 14.06195 -13.08925 12.08396 -0.7 -0.2 1.5 0.51
O 7.34587 -11.44737 2.31584 -0.2 0.3 0.6 -0.53
C 6.78484 -10.92445 3.40049 -2.1 0.1 -0.2 0.41
O 5.69355 -10.36907 3.36877 1.6 -0.5 -0.1 -0.59
C 7.43244 -11.09978 4.73385 0.4 0.3 0.8 0.28
C 6.86821 -10.55795 5.89773 -0.3 0.2 -1.5 -0.37
N 7.73842 -10.71073 6.88778 0.3 -1.1 0.5 -0.36
N 8.84439 -11.40041 6.47300 0.3 -0.1 0.3 0.07
C 8.68334 -11.62707 5.16096 -1.3 0.9 0.2 0.08
C 9.81237 -12.18920 4.33410 0.3 0.8 -0.1 0.73
O 9.63667 -12.56463 3.18265 -0.2 0.0 0.5 -0.74
O 10.93527 -12.12424 4.94982 0.4 -0.3 0.3 -0.78
H 8.14918 -11.95188 2.56308 0.4 -0.1 -0.1 0.40
H 5.93217 -10.00990 6.00487 0.3 -0.3 0.0 0.52
H 7.47104 -10.66555 7.88011 0.7 0.1 -0.8 0.26
C 12.10312 -8.94639 5.60122 0.9 0.3 -1.1 -1.11
N 11.87082 -8.12337 6.74898 -0.9 0.5 1.8 0.23
C 11.90782 -6.63785 6.65369 1.3 -0.2 -1.4 -0.88
C 11.36192 -8.65333 7.87351 0.6 1.9 0.2 0.03
O 11.18541 -9.84465 8.12759 -0.2 -1.3 -0.6 -0.46
H 12.43709 -8.32689 4.76770 -0.2 0.2 0.1 0.42
H 11.20733 -9.43112 5.27466 -0.6 -0.5 -0.1 0.41
H 12.92178 -9.65747 5.70012 0.0 -0.2 0.5 0.28
H 12.94724 -6.31540 6.29290 -1.3 -0.4 1.1 0.31
H 11.58221 -6.19759 7.60354 0.4 -0.1 -0.4 0.28
H 11.25679 -6.30218 5.83682 -0.2 -0.2 0.3 0.37
H 11.13243 -7.88999 8.66614 0.1 -0.6 -0.7 0.26

***

50
Properties=species:S:1:pos:R:3:forces:R:3:mulliken_charge:R:1 method="wB97M-V/def2-TZVPD" e_above_lowest_ev=1.340 orbital_gap_ev=8.07 smiles="CCOC(=O)CNC(=O)c1nn(-c2ccc(OCC)cc2)c(=O)c2ccccc12" spin_multiplicity=1 e_homo_ha=-0.298 total_energy_ev=-36826.421 charge=0
C 7.81069 0.38741 -0.25825 -0.5 0.0 -0.1 -1.21
C 6.40678 0.01315 0.17539 0.2 -0.1 0.4 -0.20
O 5.49323 0.42732 -0.84841 0.2 0.2 -0.3 -0.25
C 4.19917 0.28391 -0.58667 -0.4 0.0 -0.1 0.71
O 3.75133 -0.15547 0.43925 0.0 0.0 0.1 -0.57
C 3.34862 0.77562 -1.74788 0.0 -0.1 -0.1 -0.99
N 1.96073 0.48771 -1.52189 0.2 0.1 0.3 -0.10
C 1.23893 -0.25721 -2.38940 0.4 0.5 0.3 0.32
O 1.66343 -0.58472 -3.48241 -0.1 -0.2 -0.2 -0.73
C -0.13003 -0.58681 -1.88050 -0.5 0.0 0.5 0.30
N -0.41322 -0.08795 -0.71864 0.8 -0.1 -0.7 -0.82
N -1.58059 -0.28737 -0.12511 -0.3 -0.3 -0.2 0.41
C -1.71356 0.37228 1.12458 -0.1 0.3 0.6 -0.07
C -2.39886 -0.20400 2.18279 0.1 0.0 -0.3 -0.72
C -2.50401 0.46327 3.39055 0.0 0.2 0.3 -0.33
C -1.91522 1.71292 3.55895 0.1 -0.1 -0.3 0.75
O -1.95922 2.45144 4.69411 0.1 0.2 0.0 -0.39
C -2.66149 1.95114 5.81639 -0.2 -0.1 0.3 -0.27
C -2.55844 2.98811 6.92368 0.0 -0.2 -0.4 -1.43
C -1.21317 2.27983 2.49094 -0.1 0.0 0.3 -0.76
C -1.11503 1.61939 1.28899 -0.2 -0.1 0.0 -0.14
C -2.63352 -1.01269 -0.68449 -0.2 0.1 0.0 0.58
O -3.70591 -1.11525 -0.12179 0.0 -0.1 -0.1 -0.69
C -2.32487 -1.60294 -1.98716 0.3 -0.1 -0.4 -0.08
C -3.30276 -2.37314 -2.61996 0.0 0.0 0.1 -0.54
C -3.04709 -2.94126 -3.84663 0.0 0.0 0.1 -0.52
C -1.81014 -2.74578 -4.45877 0.0 0.0 0.0 -0.57
C -0.83438 -1.98732 -3.85265 0.1 0.0 -0.1 -0.59
C -1.07489 -1.39956 -2.60439 -0.5 -0.2 0.1 0.88
H 8.52199 0.07256 0.49953 0.1 0.0 0.1 0.39
H 7.88764 1.46265 -0.39395 0.1 0.1 0.0 0.31
H 8.05304 -0.09943 -1.19868 0.1 0.0 -0.1 0.31
H 6.30713 -1.06865 0.31565 0.0 0.2 0.0 0.30
H 6.12996 0.50546 1.11399 0.0 -0.1 -0.1 0.31
H 3.65409 0.27831 -2.67403 0.0 0.1 0.2 0.39
H 3.51654 1.85339 -1.86548 0.1 -0.1 0.0 0.28
H 1.59740 0.59959 -0.58490 0.0 0.0 -0.1 0.41
H -2.85929 -1.17115 2.07035 0.0 0.0 0.0 0.40
H -3.04604 -0.00823 4.19440 0.0 0.0 0.1 0.38
H -2.21869 1.00055 6.14427 -0.1 0.1 -0.1 0.36
H -3.71438 1.77816 5.55499 0.1 0.0 0.0 0.36
H -1.51560 3.15832 7.17647 0.1 0.0 0.1 0.33
H -2.99211 3.92772 6.59284 -0.1 0.1 0.0 0.33
H -3.08827 2.64087 7.80600 0.0 0.0 0.1 0.41
H -0.75901 3.24746 2.63243 0.1 0.1 0.0 0.42
H -0.57956 2.06112 0.46299 0.0 0.1 0.0 0.42
H -4.24932 -2.50394 -2.11777 -0.1 0.0 0.0 0.47
H -3.80237 -3.53799 -4.33586 -0.1 0.0 0.0 0.41
H -1.61494 -3.19451 -5.42161 0.0 0.0 -0.1 0.42
H 0.12113 -1.83273 -4.32568 0.0 0.0 0.0 0.58

***

| no. | F_max (eV Å⁻¹) |
| --- | --- |
| 1 | 2.40 |
| 2 | 2.37 |
| 3 | 3.13 |
| 4 | 1.06 |